Below is a structure of composition C20H20AsF10N3OsS in a non-equilibrium geometry, with properties calculated with the ωB97M-V functional and the def2-TZVPD basis.

Summary:
Total charge: +2
HOMO energy in eV: -14.59
Energy in eV: -126833.3428
E_LUMO in eV: -7.47
ΔE to the lowest compared entry with this formula, charge and spin in kcal/mol: 9.63

```
56
Properties=species:S:1:pos:R:3:mulliken_charge:R:1
Os -0.429 -0.188 0.586 0.199
C 0.135 -2.399 2.540 -1.092
N -0.992 -1.666 1.905 0.111
C -1.860 -1.020 2.956 -0.883
C -1.387 0.392 3.206 -0.459
N -1.108 0.988 1.870 0.614
C -1.324 2.380 1.725 -0.785
C -1.003 3.304 2.715 0.697
F -0.406 2.903 3.838 -0.279
C -1.238 4.658 2.539 0.073
F -0.895 5.510 3.486 -0.252
C -1.810 5.116 1.360 0.662
F -2.029 6.401 1.188 -0.253
C -2.139 4.212 0.359 0.094
F -2.694 4.630 -0.764 -0.264
C -1.888 2.868 0.548 0.461
F -2.251 2.005 -0.417 -0.299
C -1.833 -2.610 1.092 -0.949
C -1.272 -2.802 -0.301 -0.669
N -0.842 -1.467 -0.770 0.392
C -0.828 -1.135 -2.142 -0.889
C -0.388 0.150 -2.458 0.695
F 0.019 0.961 -1.424 -0.489
C -0.310 0.651 -3.736 0.163
F 0.129 1.881 -3.946 -0.289
C -0.680 -0.169 -4.794 0.730
F -0.617 0.276 -6.029 -0.256
C -1.102 -1.463 -4.531 0.151
F -1.439 -2.256 -5.525 -0.245
C -1.172 -1.940 -3.227 0.603
F -1.563 -3.202 -3.063 -0.300
H -0.260 -3.213 3.149 0.372
H 0.708 -1.719 3.165 0.435
H 0.788 -2.802 1.769 0.253
H -1.880 -1.627 3.862 0.366
H -2.870 -0.971 2.555 0.377
H -0.481 0.449 3.809 0.357
H -2.172 0.938 3.729 0.513
H -2.813 -2.146 0.986 0.446
H -1.957 -3.554 1.623 0.388
H -2.070 -3.219 -0.908 0.504
H -0.425 -3.491 -0.350 0.360
C 2.747 -1.999 -1.371 -0.809
As 3.122 -0.312 -0.548 0.630
C 4.854 -0.332 0.264 -1.027
C 3.118 1.048 -1.897 -0.828
S 1.834 0.024 1.175 -0.496
H 3.535 -2.205 -2.096 0.494
H 1.785 -1.941 -1.878 0.136
H 2.733 -2.775 -0.608 0.341
H 5.600 -0.542 -0.501 0.416
H 4.880 -1.100 1.035 0.384
H 5.036 0.647 0.703 0.418
H 4.014 0.897 -2.501 0.466
H 3.145 2.027 -1.425 0.398
H 2.242 0.951 -2.526 0.113
```

***

Below is a cluster of 2 separate species, C24H15BF3N4O7S in total in a non-equilibrium geometry, with properties calculated with the ωB97M-V functional and the def2-TZVPD basis.

Summary:
Total charge: -1
HOMO energy in eV: -3.43
Energy in eV: -65079.3949
E_LUMO in eV: 1.62
ΔE to the lowest compared entry with this formula, charge and spin in kcal/mol: 126.72

```
55
Properties=species:S:1:pos:R:3:mulliken_charge:R:1
C -3.326 4.627 2.192 -1.287
C -2.264 3.714 2.663 0.719
C -2.129 3.150 3.932 -1.194
C -0.911 2.453 4.113 0.373
C -0.076 2.439 2.991 -0.112
B -3.261 -1.339 2.050 0.632
C 1.382 2.563 2.981 1.021
C 2.087 2.832 1.793 -0.726
C 3.476 2.797 1.748 -0.839
C 4.191 2.545 2.916 0.427
C 5.681 2.325 2.862 0.788
F 6.381 3.248 3.596 -0.270
F 6.011 1.091 3.361 -0.244
F 6.160 2.381 1.585 -0.293
C 3.530 2.424 4.140 -1.025
C 2.138 2.490 4.179 -0.380
O -3.906 -1.754 3.242 -0.420
C -5.234 -1.633 2.982 0.485
C -5.424 -1.184 1.655 0.676
C -6.641 -0.671 1.261 -0.907
C -7.648 -0.539 2.237 -0.408
C -7.471 -1.032 3.530 -0.456
C -6.242 -1.587 3.921 -0.740
O -4.195 -1.018 1.049 -0.677
S -0.931 3.280 1.668 -0.298
H -3.737 5.200 3.026 0.359
H -2.918 5.327 1.456 0.366
H -4.151 4.071 1.730 0.252
H -2.894 3.262 4.700 0.374
H -0.680 1.899 5.017 0.455
H 1.540 3.049 0.874 0.302
H 3.986 2.940 0.796 0.406
H 4.095 2.262 5.059 0.365
H 1.604 2.490 5.132 0.372
H -6.778 -0.333 0.233 0.427
H -8.577 -0.024 1.982 0.341
H -8.286 -0.971 4.254 0.342
H -6.042 -1.920 4.935 0.442
O -1.462 -4.582 4.772 -0.585
N -0.835 -3.548 5.049 0.928
O -0.234 -3.396 6.136 -0.649
C -0.773 -2.432 4.115 -0.957
C 0.034 -1.352 4.380 -0.642
C 0.200 -0.418 3.311 0.434
N 1.575 -0.358 2.882 1.370
O 2.422 -0.727 3.733 -0.748
O 1.848 -0.017 1.716 -0.627
C -0.833 -0.014 2.469 -1.138
C -1.678 -1.204 2.014 2.210
N -1.269 -1.629 0.687 -0.702
O -1.449 -2.997 0.731 -0.169
N -1.306 -3.511 2.009 -0.538
C -1.396 -2.453 2.799 0.049
H 0.661 -1.306 5.261 0.578
H -0.864 0.828 1.785 0.534
```